[1]
Here is a cluster of 3 separate species, C23H25BO4 in total from OMol25. Energies are from wB97M-V/def2-TZVPD.

The geometry in XYZ format:
```
53
Properties=species:S:1:pos:R:3:forces:R:3
C 5.9978 -0.2554 1.3469 0.470 -1.063 -0.037
C 5.1179 0.7660 1.9478 0.008 0.762 -0.532
C 5.2417 2.0781 1.4885 -0.992 0.103 0.892
C 4.0951 2.7889 2.0066 0.669 0.682 -1.123
C 2.9044 1.9996 2.1029 4.740 1.291 2.152
B 2.6374 -1.7202 -1.4976 -0.028 1.102 1.684
O 2.5617 -2.5148 -0.3085 -0.400 0.560 -1.508
C 1.3478 -1.9702 0.2605 0.335 0.592 2.044
C 0.8521 -0.6670 -0.4010 2.031 -0.683 -1.855
C -0.0139 0.1252 0.5665 -1.881 -0.412 1.248
C 0.5378 -1.3230 -1.9391 0.295 0.342 -0.330
O 1.8138 -1.9648 -2.5506 -1.143 0.123 0.796
C 1.8785 0.3399 -0.8767 2.048 0.095 1.318
O 3.0850 -0.3784 -1.3340 -0.477 -0.375 -0.169
O 4.1257 0.6099 2.7292 -0.750 -1.494 -1.118
H 7.0001 0.1403 1.1133 -0.389 0.065 0.326
H 6.1138 -1.1656 1.9549 -0.232 0.257 -0.391
H 5.5593 -0.4677 0.3510 0.008 -0.323 0.517
H 6.0034 2.4179 0.7912 -0.162 0.287 0.447
H 4.4509 3.8402 2.2147 -1.968 -0.528 -0.716
H 0.4281 -2.5902 0.1589 0.941 -0.475 0.246
H 1.5882 -1.8220 1.3522 -0.457 -0.056 -0.997
H -0.9629 0.3094 0.0854 -0.160 0.599 -0.363
H -0.3855 -0.5678 1.3627 0.492 0.243 -0.474
H 1.1165 2.2603 1.3054 -0.993 -1.377 -0.636
H -0.1488 -2.1427 -1.9410 -0.616 -0.343 0.297
H 0.3291 -0.6419 -2.7708 -0.504 0.347 0.772
H 1.3033 0.8360 -1.6694 0.974 0.669 -0.056
H 2.2349 1.0418 -0.0511 -0.504 -0.846 -1.314
C 0.3443 1.4756 1.4945 -2.995 0.276 -0.688
C -1.0897 2.1551 1.4483 -0.604 -0.893 -0.886
C -2.0717 1.8664 2.4088 0.736 0.190 -0.405
C -3.4209 2.1135 2.1594 -1.415 0.326 0.442
C -3.9497 2.6736 0.9734 2.340 -0.124 0.308
C -2.9497 3.0641 0.0448 -0.190 -0.453 0.677
C -1.5807 2.7393 0.2490 -0.379 0.698 0.594
C -4.4172 -1.5074 -1.3128 0.380 0.145 0.467
C -4.3057 -2.7187 -0.7199 0.457 -1.535 -0.638
C -4.2311 -3.8411 -1.6208 -0.247 0.963 -0.114
C -4.3181 -3.5864 -3.0021 -0.084 0.471 0.094
C -4.4288 -2.2729 -3.5055 0.241 0.553 0.899
C -4.4054 -1.1371 -2.6100 -0.243 -0.763 -1.047
H 0.4989 1.1186 2.5317 0.198 0.233 -0.723
H -1.7146 1.4188 3.3412 -0.498 0.122 -0.144
H -4.1307 1.9402 2.9757 0.248 -0.273 -0.259
H -5.0236 2.8282 0.7859 0.740 -0.021 0.291
H -3.3127 3.6499 -0.7965 0.537 -0.281 -0.269
H -0.8432 3.0047 -0.5051 -0.199 -0.002 -0.110
H -4.1626 -2.8891 0.3448 -0.254 0.142 -0.082
H -4.1244 -4.8784 -1.2574 -0.038 0.745 -0.069
H -4.2796 -4.4229 -3.7094 -0.055 0.377 0.309
H -4.5091 -2.0761 -4.5755 0.108 -0.163 0.212
H -4.3875 -0.0798 -2.9413 -0.135 -0.876 0.019
```
Positions in Å, forces in eV/Å.

The value obtained for the lowest unoccupied orbital energy is -4.0 eV. The calculation puts the strongest force on any atom at 0.104 Eh/bohr. The calculation puts the HOMO energy at -5.4552 eV.

Mulliken population analysis, charges in e, atoms 1 to 6: number 1, C, carries -1.0697; number 2, C, carries 0.9318; number 3, C, carries -0.3887; number 4, C, carries -0.3501; number 5, C, carries -0.3237; number 6, B, carries 0.8807

---

[2]
Here is a cluster of 3 separate species, C23H25Br4N5O3S in total from OMol25. Energies are from wB97M-V/def2-TZVPD.

The geometry in XYZ format:
```
61
Properties=species:S:1:pos:R:3:forces:R:3
N -3.0666 4.1242 -1.8914 0.432 0.740 -1.184
C -2.0486 4.1314 -3.0342 -0.628 1.333 0.103
N -2.6124 4.9928 -4.1802 0.965 -0.351 -0.148
N -0.7292 4.8215 -2.6438 -1.457 0.893 1.056
C -1.8287 2.5554 -3.4656 0.656 0.201 0.170
C -1.9671 1.5142 -2.1649 -1.084 -2.000 1.426
C -3.3842 0.6369 -2.0607 3.180 -0.684 3.286
C -3.5153 -0.4210 -0.8012 2.733 2.103 -0.325
C -2.2882 -0.5797 0.2802 -0.099 1.966 -2.198
C -0.8695 0.2777 0.1904 -3.076 0.306 -2.107
C 0.2617 -0.0483 1.3312 -0.826 -0.176 0.378
C 1.1662 1.2348 1.8031 0.053 4.604 1.945
O 0.7283 2.3369 2.4169 2.195 -7.056 -3.927
C 2.8099 1.1070 1.5205 3.607 -0.888 -0.299
C 3.6432 0.0401 2.4701 1.793 1.015 -1.988
C 5.2581 -0.2780 2.3322 -2.143 3.292 -3.038
C 6.0690 0.5388 1.1410 -4.449 0.606 0.980
C 5.2502 1.6433 0.1988 -1.309 -2.143 2.436
C 3.6186 1.9436 0.3624 2.017 -2.885 2.595
C -0.7314 1.3351 -1.0548 -3.404 -2.456 0.238
N 0.5323 2.1428 -1.2518 2.512 -4.935 -5.140
C 1.2792 1.5548 -2.2428 -2.452 1.108 0.733
S 2.0230 0.8943 -3.6566 -2.269 2.326 4.940
C -2.7805 -1.7229 1.3481 1.472 0.493 3.015
O -2.3598 -2.0452 2.5778 -2.612 1.921 -8.206
N -3.9292 -2.3755 0.6066 0.079 -0.253 0.271
C -4.7025 -1.4743 -0.3789 -2.123 0.209 -1.780
O -5.9757 -1.5997 -0.7759 8.602 0.629 2.751
H -3.0485 5.0266 -1.3661 -0.112 -0.947 -0.830
H -4.0391 3.9814 -2.2852 1.668 0.322 0.515
H -1.8933 5.0274 -4.9499 -0.971 -0.208 0.922
H -2.6907 6.0033 -3.8678 0.120 -1.772 -0.104
H -0.5731 5.6542 -3.2873 -0.434 -1.646 0.988
H -0.9083 5.2883 -1.7040 0.565 -0.986 -1.355
H -2.5913 2.3143 -4.3238 1.307 0.179 1.947
H -0.7458 2.4822 -3.9256 -2.161 0.009 0.992
H -4.2578 0.7251 -2.8582 2.212 -0.104 1.896
H -0.3284 -0.4241 2.2972 1.140 0.909 -2.113
H 0.9216 -0.9751 0.9843 -1.174 2.315 0.606
H 3.0559 -0.5682 3.3092 1.312 1.571 -2.055
H 5.8456 -1.0518 3.0235 -1.743 2.016 -1.655
H 7.2162 0.3113 1.0069 -2.669 0.901 0.085
H 5.9167 2.1765 -0.6281 -1.865 -1.139 1.946
H 3.0451 2.7248 -0.3192 1.473 -1.866 1.678
H -3.4358 -3.1833 0.1257 -1.456 0.935 0.558
Br -6.3317 -6.1719 0.8134 0.012 0.023 -0.096
C -7.1524 -4.4664 0.3430 0.138 0.083 0.206
C -8.6563 -4.5293 0.4714 -0.140 0.156 -0.120
Br -9.4543 -5.4788 -1.0340 -0.006 -0.028 0.116
H -6.8127 -4.2160 -0.6661 -0.207 -0.046 0.302
H -6.7346 -3.7452 1.0514 -0.112 -0.107 -0.174
H -9.0891 -3.5254 0.4356 0.172 -0.151 -0.004
H -8.9939 -5.0327 1.3816 0.189 0.091 -0.233
Br 9.3093 -2.0606 5.2726 -0.129 -0.058 -0.071
C 8.8118 -3.5070 4.0626 0.173 -0.061 0.224
C 9.2377 -3.2050 2.6450 -0.053 -0.117 -0.251
Br 8.0389 -1.9144 1.8074 0.460 -0.429 0.070
H 7.7335 -3.6562 4.1696 0.283 0.063 -0.131
H 9.3355 -4.3886 4.4432 -0.079 0.150 -0.144
H 9.1697 -4.1016 2.0223 -0.005 0.125 0.165
H 10.2489 -2.7948 2.5733 -0.271 -0.102 0.137
```
Positions in Å, forces in eV/Å.

The value obtained for the lowest unoccupied orbital energy is -1.8 eV. As for the SMILES: NC(N)(N)Cc1cc2c(c(CC(=O)c3ccccc3)c1N=C=S)C(=O)NC2=O.BrCCBr.BrCCBr. The calculation puts the strongest force on any atom at 0.176 Eh/bohr. The calculation puts the HOMO energy at -8.7200 eV.

Mulliken population analysis, charges in e, atoms 1 to 6: number 1, N, carries -0.5937; number 2, C, carries 0.6277; number 3, N, carries -0.7588; number 4, N, carries -0.6211; number 5, C, carries -1.0154; number 6, C, carries 0.9115

---

[3]
Here is a structure of composition C23H25Cl2F6HgN2O4S from OMol25. Energies are from wB97M-V/def2-TZVPD.

The geometry in XYZ format:
```
64
Properties=species:S:1:pos:R:3:forces:R:3
Hg -0.2252 -0.6068 0.3206 -0.113 -0.068 -0.317
O -1.7896 -1.1496 -1.1745 0.061 0.115 0.030
C -2.1783 -2.3352 -1.5879 -0.015 -0.025 0.019
C -3.1858 -2.3826 -2.5601 -0.028 0.053 0.044
C -3.6771 -3.5693 -3.1159 -0.033 0.012 -0.044
C -3.1422 -4.7797 -2.6830 -0.018 -0.063 0.010
C -2.1451 -4.7773 -1.7281 0.027 -0.074 -0.001
C -1.6000 -3.5956 -1.1454 -0.048 0.002 -0.047
C -0.5478 -3.7608 -0.2198 -0.007 -0.109 -0.035
N 0.1886 -2.8294 0.3944 0.046 0.118 -0.029
C 1.1548 -3.2866 1.3420 0.132 -0.150 0.032
C 2.0085 -2.1247 1.8381 0.139 0.074 0.104
N 1.1544 -1.0296 2.2247 -0.079 0.318 0.311
C 1.5655 -0.1044 2.9874 0.093 -0.221 -0.085
C 0.8271 1.0826 3.3761 0.079 0.042 0.116
C 1.4585 1.8936 4.3293 -0.028 0.016 -0.002
C 0.8912 3.0374 4.8510 0.000 -0.055 -0.061
C -0.3819 3.3901 4.3908 -0.065 0.044 -0.008
C -1.0263 2.6321 3.4446 -0.005 -0.011 0.000
C -0.4596 1.4518 2.8631 -0.192 0.111 0.027
O -1.1365 0.8264 1.9722 0.167 -0.044 -0.029
H -3.5684 -1.4225 -2.8931 -0.001 0.005 0.007
H -4.4545 -3.5370 -3.8717 0.006 -0.004 0.005
H -3.4960 -5.7221 -3.0907 -0.005 0.011 0.005
H -1.7235 -5.7251 -1.4013 -0.006 0.000 -0.013
H -0.2893 -4.8084 -0.0140 0.010 0.036 0.000
H 1.8438 -4.0315 0.9014 -0.068 -0.028 -0.004
H 0.6882 -3.7820 2.2153 -0.062 0.056 -0.011
H 2.6487 -1.7711 1.0208 -0.039 -0.024 -0.006
H 2.6487 -2.4451 2.6741 0.024 0.010 -0.073
H 2.5718 -0.1682 3.4334 0.027 -0.044 -0.042
H 2.4481 1.5932 4.6624 0.001 -0.015 0.000
H 1.4139 3.6408 5.5819 0.005 0.001 0.001
H -0.8698 4.2794 4.7798 -0.001 -0.014 0.001
H -2.0164 2.9028 3.0947 -0.002 0.026 0.035
Cl -0.4363 -0.0830 -4.3119 -0.041 0.023 -0.017
C -0.0225 -1.7661 -3.9551 -0.025 -0.075 0.041
Cl 1.4053 -1.8938 -2.9179 0.047 -0.002 -0.025
H 0.1926 -2.2677 -4.8918 -0.004 0.000 0.019
H -0.8613 -2.2173 -3.4311 0.055 0.053 -0.077
C -1.7052 3.5364 -0.0406 -0.040 0.006 -0.032
S -1.7286 2.0975 -1.1190 0.080 -0.072 0.011
C -3.2677 1.4115 -0.5106 -0.011 0.035 0.030
O -1.9883 2.6306 -2.4930 -0.110 0.070 -0.051
H -2.6860 4.0150 -0.0537 -0.003 0.004 -0.028
H -0.9484 4.2069 -0.4400 -0.021 0.001 -0.002
H -1.4254 3.2203 0.9614 -0.003 -0.028 0.004
H -3.1589 1.2588 0.5639 0.024 0.005 0.023
H -3.3907 0.4468 -0.9976 -0.009 0.018 -0.041
H -4.0658 2.1162 -0.7519 -0.016 -0.012 0.010
C 2.0096 1.8653 -2.1904 0.043 0.007 0.042
C 2.4284 1.5687 -0.7371 -0.171 -0.034 -0.190
O 1.6357 0.7053 -0.1026 0.165 -0.117 0.317
C 2.4566 2.9175 0.0394 0.051 0.144 0.113
F 2.9857 2.8071 1.2772 -0.174 0.104 -0.281
F 3.1656 3.9070 -0.5888 -0.162 -0.157 0.190
F 1.2043 3.3974 0.1847 0.361 -0.096 0.006
C 3.8763 0.9951 -0.7595 0.174 0.012 -0.034
F 3.9458 -0.1090 -1.5343 -0.008 0.217 0.169
F 4.3259 0.6341 0.4609 -0.050 0.043 -0.265
F 4.8058 1.8675 -1.2638 -0.153 -0.247 0.113
H 0.9851 2.2338 -2.1805 -0.011 0.038 0.006
H 2.0089 0.9242 -2.7344 0.006 -0.008 -0.015
H 2.6551 2.5884 -2.6945 0.002 -0.034 0.027
```
Positions in Å, forces in eV/Å.

The value obtained for the lowest unoccupied orbital energy (spin up / spin down) is 4.7 / 4.7 eV. Its spin multiplicity is 2. The calculation puts the strongest force on any atom at 0.009 Eh/bohr. The calculation puts the HOMO energy (spin up / spin down) at 0.9874 / -1.6781 eV. Its expectation value of S² is 0.781. As for the charge: -2.

Mulliken population analysis, charges in e, atoms 1 to 6: number 1, Hg, carries 2.7654; number 2, O, carries -0.0383; number 3, C, carries -0.6291; number 4, C, carries -0.0747; number 5, C, carries -0.7225; number 6, C, carries -0.4422

---

The lowest strongest force on any atom belongs to which entry?
C23H25Cl2F6HgN2O4S

---

The highest strongest force on any atom belongs to which entry?
C23H25Br4N5O3S

---

The highest strongest force on any atom belongs to which entry?
C23H25Br4N5O3S

---

What is the strongest force on any atom in the second record?
0.176 Eh/bohr